1.
C15H55HgO15 as an isolated structure in a non-equilibrium geometry. Source: OMol25; level of theory: ωB97M-V/def2-TZVPD.

Structure (XYZ):
```
86
C15H55HgO15 | OMol25 | ωB97M-V/def2-TZVPD
Hg 0.05 0.37 -0.33
C 0.96 3.81 -2.80
C 0.64 2.60 -2.02
O -0.24 2.60 -1.13
O 1.23 1.55 -2.15
H 0.14 4.29 -3.32
H 1.66 3.54 -3.60
H 1.49 4.47 -2.11
C -1.65 0.93 2.72
O -0.91 1.34 1.59
H -2.50 1.60 2.87
H -2.01 -0.09 2.81
H -1.02 1.16 3.58
H -0.60 2.25 1.60
C 1.08 4.31 1.82
O -0.13 3.78 2.26
H 1.13 4.34 0.74
H 1.11 5.33 2.21
H 1.89 3.77 2.32
H -0.56 4.26 2.97
C 2.98 1.65 4.44
O 1.79 1.06 3.99
H 2.69 2.22 5.32
H 3.70 0.86 4.63
H 3.30 2.44 3.76
H 1.03 1.58 4.27
C -2.13 -0.17 -2.72
O -2.06 0.12 -1.32
H -1.18 -0.23 -3.24
H -2.74 -1.03 -2.99
H -2.72 0.67 -3.10
H -2.94 0.34 -1.02
C 2.62 -1.98 -1.06
O 1.40 -1.32 -1.19
H 3.33 -1.45 -0.42
H 2.59 -2.96 -0.58
H 2.94 -1.95 -2.10
H 0.89 -1.76 -1.87
C 4.86 0.70 -4.00
O 3.89 1.60 -3.50
H 4.41 -0.17 -4.47
H 5.69 1.17 -4.54
H 5.38 0.29 -3.14
H 3.11 1.12 -3.20
C 2.59 -2.21 3.63
O 1.34 -1.60 3.62
H 2.71 -2.46 2.58
H 3.34 -1.50 3.98
H 2.57 -3.11 4.24
H 1.44 -0.68 3.90
C 0.60 -4.08 -3.07
O 0.00 -2.81 -3.27
H 1.50 -4.21 -3.66
H 0.83 -4.14 -2.00
H -0.18 -4.81 -3.31
H -0.66 -3.03 -3.93
C -4.22 -1.08 1.46
O -4.62 -1.96 2.48
H -3.18 -1.21 1.13
H -4.95 -1.30 0.68
H -4.26 0.00 1.59
H -4.85 -2.85 2.18
C -3.45 -4.01 -1.82
O -4.29 -3.84 -0.66
H -2.47 -3.54 -1.74
H -3.38 -5.06 -2.10
H -3.95 -3.53 -2.66
H -5.19 -4.00 -0.95
C -0.53 -2.88 1.01
O -0.02 -1.54 1.32
H -1.06 -3.27 1.88
H -1.23 -2.83 0.17
H 0.13 -3.67 0.66
H 0.45 -1.59 2.16
C -4.28 2.81 -1.02
O -4.57 1.46 -0.91
H -5.15 3.24 -1.52
H -4.21 3.21 -0.01
H -3.36 2.94 -1.59
H -5.53 1.40 -0.94
C 3.16 1.40 0.49
O 1.85 1.22 1.05
H 3.66 0.62 -0.09
H 3.08 2.27 -0.16
H 3.83 1.83 1.25
H 1.92 1.37 1.99
```

Calculated values
ΔE to the lowest compared entry with this formula, charge and spin (kcal/mol): 37.8
HOMO (eV): -11.207
F_max (eV/Å): 4.88
Total charge: +1

Need the Löwdin charges? In units of e they are: 1.284 0.019 -0.779 -0.079 -0.046 0.091 0.082 0.090 -0.108 -0.199 0.090 0.085 0.068 0.027 -0.114 -0.116 0.089 0.095 0.066 0.111 -0.102 -0.148 0.098 0.096 0.074 0.093 -0.104 -0.190 0.085 0.075 0.088 0.050 -0.113 -0.193 0.075 0.086 0.103 0.043 -0.163 -0.132 0.076 0.081 0.060 0.033 -0.121 -0.137 0.081 0.082 0.091 0.040 -0.127 -0.143 0.092 0.070 0.092 0.088 -0.187 -0.101 0.056 0.077 0.069 0.078 -0.143 -0.122 0.052 0.079 0.075 0.078 -0.082 -0.184 0.093 0.058 0.072 0.017 -0.141 -0.137 0.091 0.086 0.085 0.098 -0.096 -0.180 0.075 0.082 0.084 0.036

=====

2.
C15H56Ba2O15 as an isolated structure in a non-equilibrium geometry. Source: OMol25; level of theory: ωB97M-V/def2-TZVPD.

Structure (XYZ):
```
88
C15H56Ba2O15 | OMol25 | ωB97M-V/def2-TZVPD
Ba -2.50 0.26 2.70
Ba -2.46 -3.72 1.77
O -0.30 1.34 1.17
C -0.22 0.58 -0.04
C -0.57 -0.93 -0.06
O -1.88 -1.32 0.37
H 0.81 0.77 -0.38
H -0.91 1.04 -0.76
H 0.09 -1.51 0.60
H -0.39 -1.27 -1.09
C 3.26 2.37 1.08
O 2.56 1.45 1.93
H 4.30 2.05 0.95
H 2.78 2.38 0.10
H 3.23 3.38 1.48
H 1.65 1.43 1.59
C 1.16 -4.84 2.71
O 0.25 -4.30 1.73
H 0.72 -4.84 3.71
H 1.37 -5.88 2.47
H 2.07 -4.24 2.75
H 0.71 -4.32 0.87
C 0.33 -1.72 4.09
O -1.00 -2.22 3.76
H 0.71 -1.10 3.29
H 0.26 -1.13 5.01
H 1.01 -2.54 4.32
H -1.15 -2.95 4.38
C -4.24 2.50 0.18
O -4.05 1.17 0.66
H -5.30 2.75 0.10
H -3.81 3.25 0.85
H -3.70 2.64 -0.76
H -4.12 0.54 -0.09
C -0.04 -0.51 -3.84
O -0.49 -0.32 -5.15
H -0.67 0.01 -3.11
H -0.07 -1.57 -3.60
H 0.98 -0.13 -3.67
H -0.60 0.62 -5.37
C 3.04 -2.08 1.72
O 3.66 -0.99 1.09
H 3.55 -3.02 1.51
H 3.01 -1.86 2.79
H 1.99 -2.17 1.41
H 3.24 -0.15 1.32
C -0.41 2.88 -3.69
O -0.62 2.66 -5.08
H 0.57 2.51 -3.40
H -0.52 3.93 -3.42
H -1.19 2.35 -3.14
H -0.19 3.37 -5.55
C 0.74 4.79 1.84
O -0.31 4.14 1.16
H 0.93 4.29 2.79
H 1.65 4.83 1.23
H 0.50 5.83 2.03
H -0.12 3.18 1.07
C -5.09 -4.25 -1.13
O -4.32 -3.31 -0.38
H -5.94 -3.78 -1.62
H -4.47 -4.78 -1.87
H -5.49 -5.04 -0.50
H -4.18 -2.51 -0.94
C 2.89 -1.83 -1.93
O 2.33 -2.90 -2.67
H 3.58 -2.22 -1.17
H 3.49 -1.18 -2.58
H 2.16 -1.20 -1.43
H 3.04 -3.39 -3.11
C 0.91 1.95 4.77
O -0.21 1.64 3.93
H 0.61 1.94 5.82
H 1.73 1.25 4.64
H 1.22 2.97 4.56
H 0.14 1.59 3.02
C -3.53 -0.11 -2.52
O -3.97 -0.84 -1.36
H -3.06 -0.70 -3.31
H -4.37 0.44 -2.94
H -2.78 0.61 -2.20
H -3.16 -1.00 -0.84
C 3.39 1.84 -2.81
O 2.99 3.16 -3.16
H 2.48 1.31 -2.49
H 3.84 1.28 -3.62
H 4.13 1.93 -2.01
H 2.35 3.52 -2.54
```

Calculated values
ΔE to the lowest compared entry with this formula, charge and spin (kcal/mol): 0.6
HOMO (eV): -13.328
F_max (eV/Å): 2.76
Total charge: +2

Need the Löwdin charges? In units of e they are: 1.921 1.959 -0.459 -0.314 -0.324 -0.611 0.101 0.096 0.072 0.099 -0.095 -0.152 0.095 0.074 0.070 0.030 -0.093 -0.308 0.084 0.104 0.074 0.103 -0.078 -0.359 0.081 0.100 0.088 0.070 -0.098 -0.328 0.095 0.090 0.092 0.039 -0.192 -0.092 0.037 0.079 0.072 0.056 -0.186 -0.110 0.087 0.083 0.045 0.036 -0.136 -0.108 0.056 0.093 0.060 0.098 -0.155 -0.139 0.061 0.066 0.086 0.018 -0.120 -0.303 0.101 0.093 0.084 0.041 -0.161 -0.121 0.070 0.082 0.056 0.083 -0.116 -0.277 0.088 0.081 0.079 -0.002 -0.072 -0.180 0.095 0.100 0.061 0.019 -0.157 -0.120 0.044 0.086 0.076 0.059

=====

3.
A 15-piece molecular cluster, C15H60N30O15 overall in a non-equilibrium geometry. Source: OMol25; level of theory: ωB97M-V/def2-TZVPD.

Structure (XYZ):
```
120
C15H60N30O15 | OMol25 | ωB97M-V/def2-TZVPD
C -0.02 5.24 -1.84
O -0.82 5.17 -2.76
N 0.51 4.28 -1.01
N 0.52 6.47 -1.52
H 0.41 3.32 -1.28
H 1.11 4.56 -0.23
H -0.04 7.17 -1.99
H 0.99 6.56 -0.63
C -1.35 -5.60 -1.61
O -1.99 -5.93 -2.63
N -0.80 -6.48 -0.71
N -1.19 -4.28 -1.24
H -0.87 -7.47 -0.84
H -0.13 -6.12 -0.05
H -1.84 -3.64 -1.67
H -0.59 -4.09 -0.46
C 3.39 2.23 -4.80
O 2.99 1.25 -5.41
N 2.92 2.58 -3.54
N 4.42 3.02 -5.22
H 3.17 3.48 -3.17
H 2.11 2.11 -3.18
H 5.00 2.75 -5.99
H 4.75 3.83 -4.72
C 2.10 -2.38 -2.86
O 2.69 -2.81 -1.85
N 2.64 -2.68 -4.09
N 0.84 -1.87 -2.97
H 3.57 -3.05 -4.02
H 2.26 -2.31 -4.94
H 0.35 -1.48 -2.18
H 0.47 -1.90 -3.90
C -3.14 1.65 1.04
O -3.21 2.40 0.07
N -3.79 0.43 1.09
N -2.51 2.01 2.22
H -3.39 -0.17 1.79
H -4.42 0.15 0.37
H -2.10 2.92 2.16
H -2.63 1.52 3.08
C 4.87 2.48 -0.36
O 3.94 3.27 -0.11
N 4.99 1.75 -1.50
N 5.87 2.23 0.57
H 5.71 1.06 -1.51
H 4.39 1.83 -2.31
H 6.18 1.28 0.58
H 5.96 2.81 1.38
C 1.45 -3.46 1.28
O 1.33 -4.33 0.39
N 0.57 -3.43 2.34
N 2.30 -2.41 1.14
H -0.05 -4.19 2.50
H 0.55 -2.62 2.94
H 2.62 -2.28 0.18
H 2.34 -1.69 1.84
C 0.32 3.10 5.60
O 0.79 4.20 5.33
N -0.51 2.89 6.67
N 0.53 1.96 4.84
H -0.88 3.72 7.11
H -0.81 1.99 6.96
H 0.00 1.16 5.12
H 1.03 2.13 3.99
C -4.89 -3.23 -0.42
O -4.57 -2.05 -0.36
N -5.74 -3.86 0.43
N -4.33 -4.10 -1.33
H -6.33 -3.30 1.02
H -5.57 -4.82 0.65
H -4.41 -5.09 -1.23
H -3.80 -3.68 -2.08
C 2.19 5.44 2.09
O 1.99 5.96 0.98
N 2.82 4.24 2.25
N 1.45 5.80 3.21
H 3.09 3.75 3.08
H 3.13 3.81 1.37
H 0.55 6.21 3.03
H 1.43 5.20 4.03
C -2.42 2.14 -4.14
O -3.47 2.01 -4.79
N -1.81 1.15 -3.37
N -1.49 3.12 -4.55
H -0.98 1.36 -2.84
H -2.28 0.27 -3.23
H -0.63 3.33 -4.10
H -1.85 3.74 -5.25
C -2.92 -3.34 2.95
O -2.47 -2.27 2.54
N -3.04 -4.42 2.14
N -3.14 -3.52 4.31
H -2.89 -5.33 2.54
H -2.68 -4.25 1.21
H -3.27 -2.72 4.89
H -3.82 -4.25 4.49
C -0.20 0.10 -0.18
O 0.00 0.50 -1.33
N -1.10 -0.90 0.09
N 0.40 0.59 0.95
H -1.26 -1.06 1.07
H -1.83 -1.07 -0.59
H 1.07 1.32 0.79
H 0.34 0.16 1.85
C -2.92 -2.16 -4.01
O -2.68 -1.69 -2.89
N -2.56 -1.49 -5.16
N -3.53 -3.36 -4.29
H -2.28 -0.53 -5.03
H -2.52 -1.83 -6.10
H -3.71 -3.45 -5.27
H -3.56 -4.12 -3.64
C 2.60 -0.55 4.62
O 2.11 -0.58 3.47
N 3.65 0.26 4.97
N 2.20 -1.39 5.62
H 4.07 0.80 4.23
H 3.84 0.37 5.95
H 2.71 -1.49 6.48
H 1.41 -1.98 5.43
```

Calculated values
ΔE to the lowest compared entry with this formula, charge and spin (kcal/mol): 73.3
HOMO (eV): -7.866
F_max (eV/Å): 3.35

Atomic partial charges in e from the Löwdin method, atoms 1 to 99: -0.659 0.009 0.171 0.140 0.076 0.062 0.098 0.042 -0.635 -0.028 0.150 0.178 0.093 0.066 0.053 0.052 -0.658 0.025 0.138 0.148 0.100 0.104 0.101 0.092 -0.623 -0.009 0.135 0.192 0.094 0.089 0.060 0.092 -0.662 0.023 0.154 0.135 0.047 0.081 0.096 0.074 -0.616 -0.018 0.178 0.142 0.102 0.066 0.091 0.093 -0.626 -0.024 0.162 0.181 0.079 0.062 0.076 0.044 -0.626 0.015 0.152 0.173 0.106 0.088 0.089 0.096 -0.657 0.036 0.142 0.166 0.102 0.084 0.099 0.030 -0.605 -0.012 0.151 0.139 0.080 0.039 0.100 0.027 -0.585 -0.028 0.153 0.127 0.043 0.049 0.051 0.090 -0.649 -0.007 0.171 0.146 0.105 0.092 0.096 0.094 -0.626 -0.019 0.197

=====

| no. | Kohn-Sham gap (eV) |
| --- | --- |
| 1 | 9.2105 |
| 2 | 5.9622 |
| 3 | 7.1969 |